1.
Here is C7H18FInNO2S as an isolated structure from the OMol25 dataset. Energies are from ωB97M-V with the def2-TZVPD basis set.

Orbital gap, eV: 8.0
HOMO, eV: -5.2
Net charge: -1
DFT total energy, eV: -31863.30067
Largest force on an atom, Eh/bohr: 0.03013
2S+1: 1

Geometry as XYZ:
```
31
Properties=species:S:1:pos:R:3:mulliken_charge:R:1
C -0.127 -2.195 -1.515 -0.932
C 1.193 -1.729 -2.241 0.650
N 1.327 -0.482 -2.569 -0.761
C 2.271 -2.828 -2.473 -1.053
In 3.366 -3.021 -0.475 0.977
F 5.410 -3.097 -0.849 -0.728
S 2.826 -0.982 0.875 -0.612
H -0.386 -3.240 -1.826 0.349
H -0.939 -1.463 -1.776 0.285
H 0.039 -2.175 -0.400 0.160
H 0.461 0.004 -2.291 0.243
H 1.734 -3.777 -2.727 0.312
H 2.976 -2.574 -3.310 0.328
H 2.722 -4.453 0.374 -0.298
H 2.626 0.105 0.036 0.104
C -2.091 2.465 -0.538 -0.818
O -1.632 1.256 0.039 -0.351
C -0.413 1.426 0.765 0.131
C -0.664 1.466 2.262 -0.592
O -1.381 2.643 2.640 -0.377
C -2.752 2.384 2.885 -0.703
H -3.107 2.302 -0.900 0.265
H -2.108 3.282 0.190 0.344
H -1.456 2.739 -1.387 0.319
H 0.117 2.324 0.433 0.359
H 0.217 0.560 0.538 -0.158
H 0.300 1.502 2.778 0.356
H -1.190 0.565 2.594 0.338
H -2.866 1.838 3.828 0.324
H -3.207 1.812 2.072 0.299
H -3.268 3.341 2.970 0.239
```



2.
Here is the molecule C7H18N2O from the OMol25 dataset. Energies are from ωB97M-V with the def2-TZVPD basis set.

SMILES: CC(C)(CCN)[C@](C)(N)O
Orbital gap, eV: 9.0
HOMO, eV: -8.2
DFT total energy, eV: -12577.77327
Largest force on an atom, Eh/bohr: 0.07678
2S+1: 1

Geometry as XYZ:
```
28
Properties=species:S:1:pos:R:3:nbo_charge:R:1
C -0.421 -0.997 -1.375 -0.642
C -0.224 0.192 -0.429 -0.011
C -0.939 1.427 -0.992 -0.631
C -0.572 -0.118 0.978 -0.438
C -2.309 -0.480 1.108 -0.201
N -2.555 -1.843 1.502 -0.835
C 1.588 0.555 -0.355 0.437
C 2.420 -0.541 0.300 -0.662
N 1.867 1.839 0.243 -0.880
O 2.019 0.653 -1.696 -0.740
H -1.478 -1.167 -1.605 0.207
H 0.085 -0.811 -2.327 0.235
H -0.021 -1.924 -0.956 0.204
H -0.934 2.254 -0.276 0.217
H -0.460 1.761 -1.917 0.208
H -1.982 1.217 -1.248 0.209
H -0.075 -1.019 1.345 0.201
H -0.393 0.710 1.667 0.196
H -2.676 0.206 1.874 0.184
H -2.847 -0.265 0.186 0.187
H -2.033 -2.093 2.338 0.352
H -2.289 -2.493 0.767 0.354
H 2.236 -0.600 1.377 0.208
H 2.217 -1.519 -0.146 0.217
H 3.497 -0.363 0.160 0.220
H 2.873 2.024 0.208 0.365
H 1.614 1.837 1.226 0.362
H 1.792 1.558 -1.958 0.475
```



3.
Here is a 3-piece molecular cluster, C7H18N2O overall from the OMol25 dataset. Energies are from ωB97M-V with the def2-TZVPD basis set.

SMILES: C=C(C)C.CNC=O.CN
Orbital gap, eV: 8.8
HOMO, eV: -8.1
DFT total energy, eV: -12577.05839
Largest force on an atom, Eh/bohr: 0.06903
2S+1: 1

Geometry as XYZ:
```
28
Properties=species:S:1:pos:R:3:nbo_charge:R:1
C -0.549 -0.040 -1.800 -0.639
C 0.479 0.863 -1.579 0.183
C 1.879 0.336 -1.395 -0.662
C 0.437 2.246 -2.176 -0.656
H -1.469 0.310 -2.250 0.198
H -0.319 -1.091 -1.922 0.198
H 1.880 -0.700 -1.058 0.210
H 2.408 0.938 -0.657 0.211
H 2.435 0.397 -2.331 0.224
H 1.001 2.287 -3.105 0.222
H -0.588 2.557 -2.376 0.213
H 0.876 2.957 -1.471 0.207
C -2.277 -2.142 1.711 -0.428
N -1.040 -2.039 0.969 -0.629
C 0.108 -2.575 1.414 0.525
O 0.238 -3.244 2.415 -0.622
H -2.956 -2.852 1.235 0.197
H -2.763 -1.167 1.767 0.195
H -2.066 -2.490 2.721 0.235
H -1.031 -1.497 0.109 0.412
H 0.951 -2.365 0.726 0.103
C 0.792 1.245 1.668 -0.412
N -0.121 1.448 0.548 -0.811
H 1.614 1.957 1.592 0.193
H 1.194 0.234 1.612 0.199
H 0.309 1.379 2.643 0.181
H -0.572 2.356 0.601 0.365
H -0.850 0.692 0.389 0.389
```



4.
Here is C7H18N2O11Zr as an isolated structure from the OMol25 dataset. Energies are from ωB97M-V with the def2-TZVPD basis set.

Orbital gap, eV: 3.5
HOMO, eV: -13.4
Net charge: +2
DFT total energy, eV: -34306.26648
Largest force on an atom, Eh/bohr: 0.16581
2S+1: 1

Geometry as XYZ:
```
39
Properties=species:S:1:pos:R:3:nbo_charge:R:1
Zr -0.547 -0.736 -1.025 1.953
C 3.620 3.862 2.679 -0.105
C 3.805 2.572 2.131 0.372
C 5.277 1.925 2.277 0.369
O 5.505 0.828 1.790 -0.449
C 6.200 2.646 3.070 -0.067
C 5.968 3.850 3.648 0.310
C 4.569 4.457 3.455 0.327
O 4.078 5.390 4.200 -0.392
O 6.983 4.504 4.142 -0.358
O 2.931 1.874 1.622 -0.524
H 2.671 4.370 2.590 0.256
H 7.206 2.260 2.999 0.263
C -6.120 -2.039 -1.824 0.751
O -4.967 -1.448 -1.861 -0.789
N -6.257 -3.239 -1.405 -0.803
N -7.191 -1.589 -2.279 -0.765
H -7.095 -3.801 -1.465 0.396
H -5.420 -3.716 -1.101 0.406
H -7.390 -0.716 -2.747 0.430
H -7.857 -2.348 -2.268 0.383
O 2.708 -2.929 -0.479 -0.980
H 2.726 -3.882 -0.397 0.490
H 3.559 -2.644 -0.147 0.496
O -0.956 -3.184 -3.844 -0.984
H -0.429 -3.959 -4.039 0.493
H -1.705 -3.247 -4.437 0.497
O -2.372 0.252 2.225 -0.983
H -3.299 0.330 2.450 0.498
H -1.909 0.545 3.010 0.492
O 2.059 0.828 -3.311 -0.981
H 2.821 0.529 -3.806 0.501
H 2.147 1.781 -3.286 0.489
O -1.853 -4.053 0.514 -0.978
H -2.116 -4.038 1.434 0.489
H -1.963 -4.966 0.248 0.494
O -1.685 2.870 -1.610 -0.983
H -2.483 3.222 -1.215 0.494
H -1.221 3.639 -1.939 0.493
```



5.
Here is the molecule C7H18N2Si from the OMol25 dataset. Energies are from ωB97M-V with the def2-TZVPD basis set.

SMILES: CCC(=C[Si](C)(N)N)CC
Orbital gap, eV: 9.6
HOMO, eV: -8.8
DFT total energy, eV: -18410.64511
Largest force on an atom, Eh/bohr: 0.05272
2S+1: 1

Geometry as XYZ:
```
28
Properties=species:S:1:pos:R:3:nbo_charge:R:1
C -0.661 2.307 -2.437 -0.595
C -1.397 1.588 -1.306 -0.441
C -0.468 0.748 -0.460 0.045
C -0.357 -0.561 -0.651 -0.621
Si 0.694 -1.923 0.501 1.858
C 0.367 -3.613 -0.279 -1.124
N 0.202 -1.901 2.161 -1.291
N 2.403 -1.654 0.557 -1.296
C 0.321 1.494 0.582 -0.438
C -0.550 1.995 1.734 -0.601
H 0.084 2.995 -2.044 0.198
H -0.162 1.582 -3.074 0.207
H -1.365 2.877 -3.041 0.207
H -2.162 0.943 -1.743 0.206
H -1.897 2.327 -0.678 0.200
H -0.963 -1.008 -1.432 0.196
H -0.685 -3.873 -0.235 0.238
H 0.664 -3.617 -1.324 0.237
H 0.927 -4.391 0.229 0.245
H 0.486 -1.111 2.715 0.387
H -0.765 -2.104 2.348 0.388
H 2.753 -0.819 1.000 0.387
H 2.934 -1.845 -0.276 0.391
H 0.811 2.352 0.113 0.206
H 1.099 0.841 0.978 0.193
H -1.127 1.177 2.167 0.206
H 0.068 2.444 2.508 0.208
H -1.255 2.751 1.388 0.203
```



6.
Here is an isolated ion of composition C7H18NO3 and charge +1 from the OMol25 dataset. Energies are from ωB97M-V with the def2-TZVPD basis set.

SMILES: CCO[C@@H](C)O[C@@](C)(O)[NH2+]C
Orbital gap, eV: 10.7
HOMO, eV: -13.8
Net charge: +1
DFT total energy, eV: -15174.66428
Largest force on an atom, Eh/bohr: 0.09298
2S+1: 1

Geometry as XYZ:
```
29
Properties=species:S:1:pos:R:3:nbo_charge:R:1
C 1.986 1.784 0.013 -0.655
C 2.486 0.492 -0.655 -0.083
O 1.430 -0.509 -0.703 -0.602
C 0.299 -0.180 -1.630 0.368
C -0.112 -1.472 -2.334 -0.674
O -0.653 0.524 -0.999 -0.592
C -1.390 -0.130 0.411 0.719
C -2.387 0.980 0.593 -0.677
O -1.730 -1.438 0.158 -0.670
N -0.268 -0.015 1.431 -0.596
C -0.358 -1.066 2.475 -0.431
H 1.807 1.391 1.031 0.161
H 2.797 2.628 0.057 0.255
H 1.018 2.238 -0.415 0.243
H 3.358 -0.064 -0.295 0.218
H 2.722 0.712 -1.699 0.181
H 0.681 0.416 -2.490 0.188
H -0.848 -1.300 -3.133 0.230
H -0.469 -2.389 -1.773 0.225
H 0.776 -1.862 -2.833 0.235
H -3.069 0.998 -0.202 0.265
H -2.941 0.898 1.413 0.231
H -1.813 1.971 0.654 0.252
H -2.627 -1.499 -0.248 0.525
H -0.388 0.906 1.929 0.448
H 0.689 -0.110 0.999 0.510
H 0.286 -0.662 3.201 0.223
H -1.418 -1.228 2.879 0.247
H 0.135 -2.014 2.164 0.256
```



7.
Here is an isolated ion of composition C7H18NSi and charge +1 from the OMol25 dataset. Energies are from ωB97M-V with the def2-TZVPD basis set.

SMILES: C[NH+](C)[C@]1(C)CCC[SiH2]1
Orbital gap, eV: 11.0
HOMO, eV: -13.7
Net charge: +1
DFT total energy, eV: -16909.54592
Largest force on an atom, Eh/bohr: 0.09966
2S+1: 1

Geometry as XYZ:
```
27
Properties=species:S:1:pos:R:3:nbo_charge:R:1
C -2.276 -1.154 -0.539 -0.429
N -0.826 -1.088 0.015 -0.423
C -0.156 -2.296 -0.161 -0.452
C -0.005 0.112 -0.430 -0.148
C 0.138 0.146 -1.899 -0.691
C 1.559 -0.008 0.444 -0.388
C 1.931 1.493 0.799 -0.421
C 0.814 2.106 1.688 -0.846
Si -0.692 1.729 0.566 1.129
H -2.647 -0.176 -0.158 0.240
H -2.296 -1.371 -1.631 0.250
H -2.923 -2.029 -0.066 0.255
H -0.872 -0.886 1.093 0.457
H -0.742 -3.123 -0.008 0.232
H 0.250 -2.412 -1.210 0.230
H 0.710 -2.594 0.430 0.249
H -0.774 0.716 -2.049 0.222
H 0.178 -0.807 -2.498 0.230
H 0.994 0.758 -2.041 0.248
H 2.298 -0.594 -0.114 0.233
H 1.280 -0.604 1.240 0.178
H 2.916 1.467 1.272 0.241
H 2.112 2.092 -0.140 0.212
H 1.056 1.571 2.608 0.262
H 0.913 3.229 1.762 0.264
H -1.693 0.900 1.214 -0.218
H -1.248 2.821 -0.188 -0.118
```



Q: Which of these has the lowest largest force on an atom?
A: C7H18FInNO2S